No. 1
C68H178N14O20 | the ωB97M-V functional and the def2-TZVPD basis

Computed properties:
* lowest unoccupied orbital energy: 0.545 eV
* gap between HOMO and LUMO: 8.51 eV

```
! RIJCOSX wB97M-V def2-TZVPD def2/J DEFGRID3
* xyz 0 1
C -0.00638 -7.03071 2.99306
O 0.77367 -6.11001 3.72372
C 0.39985 -4.71159 3.67377
C 1.36272 -4.03099 4.67217
N 1.39276 -2.57346 4.46686
C 0.21146 -1.80712 4.35406
C -0.43841 -1.47975 5.65285
O -1.65063 -0.94012 5.10204
C -2.56138 -0.60639 6.16456
H -0.15507 -6.59990 2.00292
H -0.89160 -7.29729 3.57049
H 0.51200 -7.94284 2.69742
H -0.58669 -4.42726 4.03983
H 0.55953 -4.38571 2.64595
H 2.30852 -4.52850 4.45760
H 0.86573 -4.24609 5.61813
H 1.92072 -2.08878 5.17850
H -0.48182 -2.28600 3.66257
H 0.40754 -0.83660 3.89825
H 0.08673 -0.76823 6.29009
H -0.74548 -2.37218 6.19817
H -3.41159 -0.05598 5.76170
H -2.06555 0.07096 6.85986
H -2.87238 -1.42720 6.81082
C 3.37047 3.90559 6.05598
O 2.06460 3.67542 6.58046
C 0.97610 4.10203 5.78576
C -0.26160 3.23635 6.02769
N -0.41359 2.07204 5.13628
C -0.55816 2.20329 3.68011
C -1.69552 3.09080 3.17240
O -1.77470 3.00908 1.74109
C -2.74041 3.84424 1.16184
H 4.03793 3.75605 6.90465
H 3.46069 4.95433 5.77293
H 3.40969 3.37419 5.10510
H 1.32199 3.95433 4.76271
H 0.95538 5.18877 5.86738
H -1.00313 4.00004 5.79317
H -0.39273 3.00348 7.08442
H -1.17293 1.46114 5.40143
H -0.70761 1.18191 3.33004
H 0.39484 2.47409 3.22563
H -1.48615 4.11667 3.47550
H -2.57885 2.62263 3.60672
H -2.76845 4.84600 1.59054
H -3.77707 3.52818 1.27822
H -2.64315 3.82027 0.07645
C -10.22435 -9.75833 -6.30278
O -9.29500 -8.65820 -6.17549
C -7.91039 -8.95213 -6.28581
C -6.91731 -7.79003 -5.87099
N -5.58375 -8.30116 -6.12098
C -4.53021 -7.59147 -5.50728
C -4.21234 -6.27271 -6.14408
O -3.14450 -5.48715 -5.63894
C -3.10156 -4.28054 -6.31264
H -9.89735 -10.19271 -7.24750
H -11.26718 -9.52549 -6.51818
H -9.99491 -10.50359 -5.54117
H -7.51173 -9.36721 -7.21148
H -7.76977 -9.67276 -5.48019
H -7.03252 -7.61898 -4.80068
H -7.17106 -6.88314 -6.41986
H -5.47700 -9.18171 -5.63793
H -3.62695 -8.20138 -5.49195
H -4.64518 -7.35926 -4.44853
H -5.13081 -5.70341 -6.00117
H -4.17837 -6.33659 -7.23168
H -2.41027 -3.52841 -5.93248
H -3.98590 -3.67113 -6.49878
H -2.62571 -4.47241 -7.27434
C -0.98995 8.63106 8.20233
O 0.30192 8.38770 7.55635
C 0.89707 9.53995 7.02053
C 2.17776 9.24241 6.22146
N 1.87753 8.34795 5.04431
C 3.01111 8.21439 4.10734
C 2.59151 7.36280 2.87697
O 2.82288 5.99876 3.22496
C 2.14090 4.94762 2.50078
H -1.43136 7.68284 8.50912
H -1.72213 9.12769 7.56564
H -0.88881 9.20765 9.12179
H 1.00288 10.17569 7.89958
H 0.15034 10.05645 6.41744
H 3.00166 8.82704 6.80176
H 2.58510 10.16242 5.80221
H 1.61918 7.44480 5.41536
H 3.84083 7.70914 4.60170
H 3.35753 9.18610 3.75539
H 3.26412 7.57017 2.04469
H 1.53761 7.49036 2.62970
H 1.05821 4.87940 2.39480
H 2.60753 3.96333 2.53989
H 2.36404 5.25485 1.47905
C -3.88435 -4.79453 -1.50390
O -5.14814 -5.15652 -1.01922
C -5.53054 -6.57439 -1.17171
C -6.97693 -6.76732 -1.65258
N -8.04635 -5.92699 -0.99531
C -8.23387 -6.32811 0.37700
C -9.60211 -5.81182 0.88274
O -10.53398 -6.73845 0.37312
C -11.68110 -6.70320 1.09216
H -3.80248 -3.70772 -1.51913
H -3.92748 -5.13281 -2.53918
H -3.08522 -5.23501 -0.90768
H -5.47673 -7.01499 -0.17618
H -4.89602 -7.06578 -1.90927
H -7.27884 -7.79746 -1.84172
H -6.99934 -6.36990 -2.66731
H -8.99438 -5.98870 -1.33814
H -7.47397 -5.90724 1.03543
H -8.06928 -7.37296 0.64027
H -9.80563 -4.79856 0.53636
H -9.68873 -5.72986 1.96620
H -12.00312 -5.67152 1.23372
H -11.48712 -7.27735 1.99815
H -12.47932 -7.19680 0.53781
C -1.16355 -3.18130 -3.55850
O -0.11720 -3.55475 -2.79312
C -0.04872 -2.99639 -1.48836
C 0.02511 -1.49644 -1.36607
N 0.19057 -0.97115 -0.03919
C 1.45994 -1.26612 0.70775
C 2.70606 -0.96353 -0.10004
O 2.94791 0.41596 -0.31701
C 2.95829 1.30097 0.86690
H -2.00530 -3.81031 -3.26884
H -0.80386 -3.46846 -4.54656
H -1.31211 -2.10614 -3.65878
H 0.83307 -3.35712 -0.95881
H -0.84283 -3.28381 -0.79925
H -0.86664 -1.05865 -1.81466
H 0.79072 -1.05647 -2.00512
H -0.22703 -0.06419 0.11291
H 1.56732 -2.27830 1.09771
H 1.60540 -0.58306 1.54462
H 2.72956 -1.48013 -1.05956
H 3.54270 -1.47859 0.37203
H 1.92792 1.43186 1.19751
H 3.45282 2.26643 0.75997
H 3.49235 0.96380 1.75527
C 4.74984 0.56494 6.59706
C 3.75178 0.10279 5.57949
C 4.46412 -0.69105 4.42823
O 5.58780 0.03107 4.04563
C 6.35670 -0.37206 3.00387
N 2.91660 -0.89821 6.27898
H 5.36414 -0.27580 6.91937
H 4.29688 0.99386 7.49090
H 5.53071 1.14857 6.10947
H 3.06697 0.85240 5.18298
H 3.81284 -0.81083 3.56244
H 4.77695 -1.66435 4.80628
H 6.82488 -1.34683 3.14073
H 7.25002 0.24893 2.93706
H 6.00174 -0.06522 2.02003
H 2.53380 -0.27115 6.97207
H 3.60004 -1.43910 6.78932
C 0.69373 -0.45308 -6.51695
C 2.01317 -0.82954 -7.12405
C 3.07082 -0.90889 -5.94787
O 3.41585 0.38304 -5.43679
C 4.00583 0.34691 -4.04564
N 1.86983 -2.21598 -7.57846
H 0.39326 -1.18553 -5.76772
H -0.04197 -0.60057 -7.30757
H 0.66009 0.56693 -6.13413
H 2.27827 -0.10461 -7.89365
H 3.97701 -1.32251 -6.39042
H 2.67031 -1.58826 -5.19545
H 3.65159 1.20659 -3.47681
H 5.09371 0.27909 -4.05025
H 3.43207 -0.38636 -3.47888
H 1.66461 -2.89071 -6.85547
H 1.15169 -2.31286 -8.28202
C 8.24832 6.24789 4.32908
C 7.69518 6.44592 2.95268
C 6.79876 5.31008 2.35720
O 7.49879 4.12151 2.14037
C 6.70905 2.98436 1.78026
N 6.90151 7.64861 2.90632
H 8.78027 5.29668 4.31080
H 7.43946 6.11657 5.04783
H 8.84287 7.07450 4.71808
H 8.56736 6.64910 2.33129
H 6.37082 5.52709 1.37849
H 5.99081 5.19022 3.07898
H 5.82730 3.19468 1.17497
H 6.41688 2.53992 2.73169
H 7.31588 2.17832 1.36776
H 7.47066 8.34952 3.35897
H 6.90529 7.86334 1.91942
C 5.02300 3.60448 -1.89964
C 4.59845 4.91452 -2.69580
C 4.43518 6.22786 -1.86437
O 3.26810 6.35393 -1.20143
C 3.15283 7.61834 -0.58586
N 5.58480 5.00188 -3.75668
H 4.29947 3.54350 -1.08669
H 6.05480 3.71690 -1.56672
H 4.88495 2.79001 -2.61075
H 3.69562 4.51839 -3.16063
H 4.51082 7.07008 -2.55214
H 5.25291 6.28563 -1.14598
H 2.35181 7.67514 0.15119
H 2.98986 8.42404 -1.30167
H 4.04481 7.88308 -0.01807
H 5.80827 4.15509 -4.25977
H 6.50877 5.25710 -3.43848
C 0.67055 2.28829 -2.34716
C 0.98082 3.79619 -2.20952
C -0.26040 4.72811 -2.15970
O -0.96817 4.39421 -3.40830
C -1.92911 5.47772 -3.62383
N 1.78890 3.90778 -0.96393
H -0.20937 2.04042 -1.75353
H 1.52154 1.63641 -2.14975
H 0.43371 2.00411 -3.37246
H 1.62405 4.05721 -3.04990
H -0.02156 5.78439 -2.03593
H -0.89092 4.44166 -1.31798
H -2.44276 5.84571 -2.73565
H -2.65884 5.16118 -4.36907
H -1.49823 6.33292 -4.14447
H 2.62673 3.34755 -1.02945
H 2.15299 4.84985 -0.96986
C -2.11340 3.07904 -6.88528
C -2.88995 1.81291 -6.48217
C -2.47074 1.47905 -5.00962
O -3.23220 0.34772 -4.61851
C -3.63696 0.23864 -3.24270
N -4.31085 2.15821 -6.58330
H -1.03983 2.89165 -6.86453
H -2.26807 3.96260 -6.26601
H -2.50855 3.43866 -7.83535
H -2.59006 0.94467 -7.06896
H -2.76555 2.24260 -4.28978
H -1.42211 1.19018 -4.93865
H -2.76141 -0.05716 -2.66476
H -4.23061 -0.67529 -3.26300
H -4.13835 1.09663 -2.79485
H -4.75688 1.42392 -6.05228
H -4.57370 3.05856 -6.20863
C 5.97450 -6.09532 -3.65439
C 5.31870 -4.77850 -4.24011
C 5.01366 -3.70014 -3.16055
O 4.30927 -4.18080 -2.08949
C 3.10431 -4.80100 -2.38626
N 6.24613 -4.34806 -5.32581
H 6.25193 -6.74800 -4.48212
H 5.21746 -6.64710 -3.09714
H 6.72160 -5.78928 -2.92208
H 4.34983 -5.03750 -4.66710
H 4.62604 -2.75979 -3.55246
H 6.03850 -3.42635 -2.90986
H 2.45096 -4.26811 -3.07709
H 2.50650 -4.80977 -1.47486
H 3.16999 -5.77844 -2.86418
H 6.38440 -5.14290 -5.93343
H 5.96735 -3.61296 -5.95985
C -5.20620 0.39272 1.67346
C -3.85944 -0.30855 1.90750
C -4.00035 -1.82850 1.62353
O -4.73843 -2.40377 2.66678
C -4.74448 -3.86996 2.73232
N -2.91627 0.18943 0.93101
H -5.01871 1.31850 2.21741
H -5.99835 -0.19827 2.13317
H -5.51305 0.55301 0.63990
H -3.59242 -0.06595 2.93606
H -3.07683 -2.40514 1.57154
H -4.42743 -2.01441 0.63807
H -4.90625 -4.10529 3.78424
H -3.82408 -4.36261 2.41885
H -5.66881 -4.24146 2.28995
H -2.65294 1.12829 1.19426
H -2.06914 -0.34666 1.05382
*
```

These are the Mulliken partial charges, in e, on atoms 1 to 99: -0.6045, -0.3998, -0.0606, -0.6534, 0.4264, 0.2061, -0.3890, 0.1101, -1.2565, 0.1620, 0.2694, 0.2776, 0.3185, 0.0210, 0.4638, 0.3029, -0.0397, 0.4654, -1.1583, 0.2143, 0.4162, 0.2993, 0.4294, 0.2629, -0.0586, -0.5099, 1.6757, -1.3331, 0.4993, 0.6582, -0.8769, -0.0103, -0.9491, 0.3694, -0.0102, -0.0791, -0.8691, -0.0480, 0.4212, 0.4634, -0.1344, -0.2193, -0.5298, 0.5194, 0.2370, 0.4219, 0.2393, 0.1589, -0.7454, -0.3359, -0.8100, 0.2486, -0.3406, -0.0101, -0.7327, -0.2289, -0.6783, 0.3177, 0.2807, 0.3037, 0.4101, 0.2950, -0.1610, 0.3327, 0.3018, 0.4433, -0.2859, 0.3188, 0.4094, 0.0674, 0.3457, 0.3851, -0.7990, -0.2449, -0.5811, -0.7871, -0.3103, -0.9979, -0.0017, 0.0432, -0.0067, 0.2386, 0.3365, 0.3130, 0.4504, 0.3328, 0.3529, 0.4105, 0.2176, 0.3203, 0.4946, -0.4101, 0.5095, 0.2059, -0.0529, -0.2157, -0.5850, -0.3094, -0.6177

No. 2
C6H2FI | the ωB97M-V functional and the def2-TZVPD basis

Computed properties:
* lowest unoccupied orbital energy (spin up / spin down): -0.869 / -0.389 eV
* gap between HOMO and LUMO (spin up / spin down): 7.67 / 8.24 eV

```
! RIJCOSX wB97M-V def2-TZVPD def2/J DEFGRID3
* xyz 0 1
C -1.24902 -1.72617 -0.02335
C -2.53860 -1.45120 -0.05539
C -0.26444 -0.84511 0.00204
C -0.64748 0.59386 -0.02171
C -3.49850 -0.65456 -0.05892
C -1.85447 1.07650 -0.03745
F -2.48150 2.22460 -0.02592
I -5.42875 -0.04893 0.00982
H 0.78468 -1.08067 0.05099
H 0.23369 1.21536 -0.03334
*
```

Charges in e, computed with Mulliken, in the same order as the atoms: -0.5897, 1.2194, -0.2451, -0.2240, -0.9639, 0.0571, -0.1781, 0.2270, 0.3594, 0.3378

No. 3
C18H17BrN4O5 | the ωB97M-V functional and the def2-TZVPD basis

Computed properties:
* lowest unoccupied orbital energy: -0.211 eV
* SMILES: O=C(CN1C(=O)NC2(CCCC2)C1=O)OCc1cc(=O)n2cc(Br)ccc2n1
* gap between HOMO and LUMO: 8.33 eV

```
! RIJCOSX wB97M-V def2-TZVPD def2/J DEFGRID3
* xyz 0 1
O 1.88594 0.38197 0.56250
C 2.14084 1.47546 0.14142
C 3.27447 1.77972 -0.83116
N 4.20858 0.68922 -0.82922
C 4.30708 -0.23229 -1.88595
O 3.75307 -0.12501 -2.94686
N 5.16337 -1.18740 -1.46606
C 5.57199 -1.03429 -0.09040
C 7.10208 -1.00545 0.10479
C 7.44468 -2.33059 0.78182
C 6.24596 -2.55904 1.69683
C 5.05483 -2.17281 0.82248
C 4.91785 0.29561 0.27001
O 5.01054 0.90301 1.30487
O 1.48250 2.59026 0.46284
C 0.40397 2.43958 1.37616
C -0.81776 1.81481 0.75824
C -1.02741 1.79110 -0.59184
C -2.19215 1.19081 -1.14715
O -2.51107 1.10645 -2.31154
N -3.07318 0.63613 -0.14319
C -4.20816 0.02837 -0.57338
C -5.09027 -0.50828 0.30795
Br -6.66515 -1.34668 -0.32357
C -4.83570 -0.44093 1.69843
C -3.69935 0.16670 2.12365
C -2.77137 0.72878 1.20154
N -1.68461 1.30040 1.64684
H 3.76123 2.71404 -0.54102
H 2.87441 1.86540 -1.84677
H 5.35208 -2.01292 -2.00826
H 7.61519 -0.85978 -0.84447
H 7.35036 -0.17654 0.76914
H 8.38654 -2.28340 1.32466
H 7.51069 -3.12997 0.04173
H 6.17478 -3.58374 2.05696
H 6.30599 -1.88882 2.55419
H 4.19272 -1.85250 1.40520
H 4.75073 -3.01222 0.19500
H 0.71223 1.82380 2.22772
H 0.17008 3.44853 1.72561
H -0.32379 2.22322 -1.28428
H -4.33695 0.01577 -1.64784
H -5.54248 -0.87003 2.39112
H -3.44687 0.24899 3.16743
*
```

Charges in e, computed with Mulliken, in the same order as the atoms: -0.5831, 0.8249, -0.9425, 0.2135, 0.2112, -0.6513, -0.1872, 1.8665, -1.1515, -0.6208, -0.6283, -1.0082, -0.2919, -0.6620, -0.3445, -0.6262, 0.6704, -0.5936, 0.2165, -0.6530, 0.0700, -0.2670, -0.1625, -0.1961, -0.1514, -0.6781, 0.5241, -0.6048, 0.2642, 0.4069, 0.2622, 0.3434, 0.3382, 0.4047, 0.2707, 0.3913, 0.2917, 0.3018, 0.3770, 0.3544, 0.3532, 0.5614, 0.5305, 0.4719, 0.4833

Here are the calculated relative energy (zero: lowest compared OMol25 entry of this formula, charge and spin) numbers, same order: 205.1 26.0 0.0 (kcal per mole).